# 1
Entry from the Open Molecules 2025 dataset: a structure of composition C12H26BiN4O7 (ωB97M-V with the def2-TZVPD basis set).

Output
Energy: -1432.5396 Ha
Lowest unoccupied orbital energy (alpha / beta): -5.69 / -5.60 eV
HOMO-LUMO gap (alpha / beta): 5.5 / 5.6 eV
Charge: +1
HOMO (alpha / beta): -11.181 / -11.184 eV

Last column: Löwdin charge in e.
Cartesian coordinates (Å):
1 O 0.16576 -1.28331 -3.58275  -0.507
2 H -0.15559 -1.83687 -4.31319  -0.038
3 Bi -0.19579 0.16635 -1.20712  1.894
4 N 1.80828 -1.55742 -0.80142  -0.112
5 N -0.48486 -1.96167 -0.06564  -0.164
6 N 0.53286 2.42707 -0.75003  -0.118
7 N -1.39478 1.33133 0.56537  -0.079
8 O 2.83396 -1.13451 -1.32089  0.080
9 O 1.76140 2.97576 -1.17387  -0.028
10 O -2.33506 0.65875 1.38494  -0.037
11 O -1.49904 -2.05481 0.72465  -0.033
12 C 0.10236 -3.12076 -0.59656  -0.212
13 C 1.35710 -2.85154 -1.17296  -0.215
14 C -0.09835 3.24696 0.09511  -0.238
15 C -1.18756 2.63000 0.82712  -0.228
16 C 2.12291 -3.64090 -2.15134  -0.002
17 H 2.05004 -3.17254 -3.15258  0.108
18 H 1.70592 -4.65995 -2.22964  0.088
19 H 3.18247 -3.71093 -1.85506  0.109
20 C -0.60779 -4.40774 -0.76047  0.009
21 H -1.56103 -4.27531 -1.28970  0.112
22 H -0.82153 -4.87224 0.20800  0.104
23 H 0.01211 -5.09997 -1.35102  0.085
24 C 0.47132 4.57879 0.35912  0.007
25 C -1.96603 3.41958 1.82993  0.004
26 H 1.19327 4.81445 -0.41336  0.088
27 H 1.02900 4.57250 1.29924  0.117
28 H -0.26869 5.36969 0.42577  0.103
29 H -2.57197 2.78621 2.48338  0.086
30 H -2.64209 4.13072 1.34141  0.111
31 H -1.32052 4.03917 2.46905  0.099
32 H 2.28884 2.23340 -1.54142  0.115
33 H -2.21535 -0.31154 1.19749  0.076
34 C -1.92154 0.23441 -2.58149  -0.306
35 H -1.46841 -0.22204 -3.50825  -0.007
36 H -2.29866 1.24412 -2.69647  -0.005
37 H -2.73271 -0.38637 -2.21959  0.000
38 O 1.89421 0.72590 -3.97418  -0.131
39 H 1.60653 -0.23838 -4.12396  0.023
40 H 1.07151 1.20379 -4.09675  0.005
41 C 0.78902 -1.33646 3.92372  -0.008
42 C 0.46844 -0.07519 3.17366  -0.464
43 C -0.37942 0.91126 3.94483  -0.009
44 O 0.83784 0.07376 2.00254  -0.010
45 H 0.62275 -1.19145 4.97544  0.070
46 H 1.83455 -1.62112 3.74508  0.101
47 H 0.13623 -2.13086 3.54596  0.096
48 H -0.05094 1.94654 3.74091  0.093
49 H -1.43473 0.75951 3.66315  0.088
50 H -0.26622 0.67382 5.00387  0.080

=====

# 2
Entry from the Open Molecules 2025 dataset: a cluster of 2 separate species, C3H13N3 in total (ωB97M-V with the def2-TZVPD basis set).

Output
Energy: -286.3262 Ha
Lowest unoccupied orbital energy: 1.00 eV
HOMO-LUMO gap: 10.0 eV
Charge: 0
HOMO: -8.952 eV

Last column: Löwdin charge in e.
Cartesian coordinates (Å):
1 C 2.77640 2.30360 -1.79965  -0.125
2 C 2.68948 0.79096 -1.69750  -0.358
3 N 2.01396 0.40795 -0.47864  -0.032
4 H 1.81304 2.79664 -1.64540  0.071
5 H 3.33318 2.72705 -2.63701  0.068
6 H 3.37292 2.66324 -0.95716  0.063
7 H 3.72414 0.42894 -1.71298  0.098
8 H 2.12475 0.40775 -2.54805  0.102
9 H 2.11349 0.86615 0.41419  0.063
10 H 2.03306 -0.58342 -0.31399  0.054
11 N -1.69496 -2.03841 1.56335  -0.033
12 C -2.25691 -0.70675 1.28053  -0.395
13 N -3.65065 -0.76908 1.01491  -0.007
14 H -0.70860 -1.98972 1.81145  0.053
15 H -2.14201 -2.44941 2.38408  0.053
16 H -1.74019 -0.45820 0.34687  0.106
17 H -1.93420 0.01500 2.03539  0.097
18 H -4.11860 -1.46466 1.57705  0.058
19 H -4.01012 -0.93052 0.08962  0.064

=====

# 3
Entry from the Open Molecules 2025 dataset: a cluster of 7 separate species, C26H43F15O18P2 in total (ωB97M-V with the def2-TZVPD basis set).

Output
Energy: -4551.7313 Ha
Lowest unoccupied orbital energy: 0.46 eV
HOMO-LUMO gap: 11.2 eV
Charge: 0
HOMO: -10.703 eV

Last column: Löwdin charge in e.
Cartesian coordinates (Å):
1 C 8.38550 -2.76854 -0.30905  -0.073
2 O 7.08997 -2.41725 -0.82220  -0.233
3 P 6.54340 -0.94917 -0.63444  0.376
4 O 6.89107 -0.21138 0.57303  -0.209
5 O 7.06493 -0.21779 -1.97876  -0.228
6 C 7.01526 -0.85825 -3.25696  -0.097
7 O 4.98799 -1.19223 -0.95814  -0.208
8 C 4.22529 -0.09142 -1.37528  -0.120
9 H 8.93238 -3.37343 -1.02658  0.090
10 H 8.18391 -3.24707 0.64757  0.094
11 H 8.99207 -1.88024 -0.12020  0.088
12 H 7.94548 -0.68780 -3.79576  0.087
13 H 6.22625 -0.34668 -3.80789  0.086
14 H 6.82514 -1.92988 -3.28168  0.088
15 H 3.78683 -0.22408 -2.37085  0.096
16 H 4.72679 0.86797 -1.53975  0.095
17 H 3.40692 0.11419 -0.68518  0.078
18 C -1.72638 1.18532 1.85583  -0.087
19 O -1.27892 1.08405 0.51365  -0.221
20 P 0.26636 1.14612 0.06453  0.404
21 O 1.17935 1.89909 0.93416  -0.214
22 O 0.21478 1.63399 -1.46225  -0.205
23 C -0.97247 1.50970 -2.25116  -0.074
24 O 0.67765 -0.37083 -0.20265  -0.212
25 C 1.02271 -1.09192 0.98177  -0.101
26 H -0.92768 0.90274 2.54193  0.086
27 H -2.60991 0.57516 2.05331  0.090
28 H -2.07581 2.21088 1.98951  0.079
29 H -1.31449 0.47763 -2.32928  0.086
30 H -0.69054 1.84905 -3.24756  0.090
31 H -1.67512 2.23152 -1.83242  0.080
32 H 1.37539 -0.49087 1.81999  0.083
33 H 1.84784 -1.76920 0.74855  0.089
34 H 0.18468 -1.72201 1.27860  0.074
35 C -0.42909 -2.15015 4.83904  -0.058
36 C 1.07689 -1.83004 4.85284  -0.207
37 O 1.68277 -1.84729 6.12977  0.028
38 C 1.26579 -0.94158 7.02777  -0.379
39 O 0.42402 -0.12721 6.84947  0.182
40 C 2.12482 -0.97920 8.32495  -0.555
41 F 3.35539 -1.39479 8.01970  0.168
42 F 2.22768 0.27376 8.77019  0.170
43 F 1.58655 -1.75052 9.25932  0.184
44 H -0.65781 -2.59650 3.87204  0.070
45 H -1.07463 -1.33084 5.14540  0.070
46 H -0.62870 -2.93812 5.57183  0.085
47 H 1.25385 -0.85102 4.40093  0.122
48 H 1.50302 -2.60861 4.22366  0.123
49 C 2.85788 -5.60459 -1.39250  -0.041
50 C 2.43280 -4.35377 -0.60618  -0.202
51 O 1.19463 -3.88440 -1.11867  0.028
52 C 0.13299 -3.81084 -0.34315  -0.411
53 O 0.06409 -4.18425 0.78981  0.150
54 C -1.04764 -3.17893 -1.13217  -0.565
55 F -1.52168 -2.11712 -0.50166  0.177
56 F -0.67119 -2.85832 -2.35602  0.186
57 F -2.03194 -4.07495 -1.24328  0.168
58 H 3.73651 -6.14792 -1.06951  0.080
59 H 2.68274 -5.44660 -2.45716  0.081
60 H 1.99999 -6.26726 -1.20675  0.080
61 H 3.14017 -3.52650 -0.68912  0.118
62 H 2.34883 -4.59608 0.45341  0.121
63 C 3.89998 4.10219 0.99540  -0.056
64 C 3.29435 5.27605 1.76134  -0.170
65 O 1.89945 4.94554 1.89270  0.016
66 C 0.94884 5.85536 1.85752  -0.395
67 O 1.15700 7.01166 2.12041  0.159
68 C -0.44084 5.32519 1.58346  -0.542
69 F -0.79134 5.42989 0.30065  0.176
70 F -0.53588 4.03553 1.95004  0.147
71 F -1.32680 6.01006 2.30642  0.171
72 H 3.55808 3.15313 1.41392  0.067
73 H 4.97554 4.01799 1.16141  0.078
74 H 3.62091 4.06314 -0.05486  0.079
75 H 3.37184 6.28551 1.35812  0.123
76 H 3.67059 5.33689 2.78412  0.128
77 C -5.78237 1.70284 -1.39262  -0.057
78 C -5.54725 3.20202 -1.40221  -0.175
79 O -4.20202 3.54368 -1.82848  0.004
80 C -3.97882 3.58218 -3.15909  -0.386
81 O -4.52341 2.89709 -3.96653  0.192
82 C -2.92318 4.59724 -3.56417  -0.580
83 F -1.87984 4.00196 -4.15773  0.156
84 F -3.42241 5.44944 -4.43679  0.197
85 F -2.40382 5.21350 -2.51222  0.176
86 H -5.77845 1.32360 -2.41850  0.056
87 H -6.70700 1.31538 -0.96557  0.083
88 H -4.96042 1.14509 -0.94122  0.082
89 H -5.40347 3.50898 -0.36015  0.121
90 H -6.30024 3.92262 -1.71532  0.134
91 C -8.80990 -2.54944 -3.51611  -0.064
92 C -8.20976 -1.66843 -2.42372  -0.213
93 O -6.83789 -1.89863 -2.12039  0.038
94 C -6.00334 -1.46157 -3.06776  -0.405
95 O -6.30167 -0.81292 -4.01100  0.181
96 C -4.52649 -1.87091 -2.79303  -0.552
97 F -4.03921 -2.51303 -3.85859  0.172
98 F -3.82112 -0.73558 -2.68770  0.153
99 F -4.34488 -2.60721 -1.72075  0.190
100 H -8.74662 -3.61806 -3.30500  0.081
101 H -8.51640 -2.39233 -4.55270  0.077
102 H -9.88547 -2.34741 -3.51953  0.081
103 H -8.77083 -1.87785 -1.51396  0.125
104 H -8.43075 -0.62415 -2.64815  0.124

=====

# 4
Entry from the Open Molecules 2025 dataset: a structure of composition C15H8N3O4S3Ti (ωB97M-V with the def2-TZVPD basis set).

Output
Energy: -3085.7532 Ha
Multiplicity: 2
Lowest unoccupied orbital energy (alpha / beta): -1.10 / -1.39 eV
HOMO-LUMO gap (alpha / beta): 7.0 / 6.8 eV
Charge: 0
HOMO (alpha / beta): -8.079 / -8.230 eV

Last column: Löwdin charge in e.
Cartesian coordinates (Å):
1 Ti -1.26860 0.92824 -1.80285  0.683
2 O -1.01110 -2.55566 -3.42945  0.141
3 C -1.02580 -1.37336 -3.20485  -0.507
4 O -1.59560 -0.78936 -2.16555  -0.137
5 C -0.34700 -0.32266 -4.06275  -0.129
6 C 0.53620 -0.42326 -5.12295  0.047
7 C 1.11550 0.75164 -5.60965  -0.006
8 C 0.77470 1.99374 -5.06535  0.046
9 C -0.11960 2.03194 -4.01425  -0.138
10 N -0.64220 0.88414 -3.54405  -0.039
11 C -0.61500 3.16444 -3.13735  -0.516
12 O -0.36570 4.32854 -3.30545  0.145
13 O -1.33710 2.67044 -2.14935  -0.161
14 H 0.78270 -1.39406 -5.52875  0.132
15 H 1.85420 0.69364 -6.39285  0.115
16 H 1.21580 2.90814 -5.42475  0.130
17 S -2.90870 0.27614 3.24205  0.670
18 C -1.60490 0.42584 2.29315  -1.039
19 S -1.56310 1.30204 0.69255  0.958
20 C 0.10990 0.63434 0.47285  -1.011
21 N 0.52190 -0.00466 1.49225  0.030
22 N -0.36140 -0.06966 2.49585  -0.164
23 C 0.07210 -0.75526 3.66075  -0.225
24 C 0.73510 -1.96226 3.48385  -0.009
25 C 1.21320 -2.63376 4.59265  -0.074
26 C 1.02730 -2.10976 5.86265  -0.083
27 C 0.37830 -0.89686 6.02525  -0.073
28 C -0.09860 -0.20806 4.92395  -0.038
29 S 0.93810 0.83324 -1.01275  0.721
30 H 0.86750 -2.34726 2.48405  0.116
31 H 1.71240 -3.58016 4.46035  0.104
32 H 1.38240 -2.65316 6.72565  0.103
33 H 0.23550 -0.47956 7.01085  0.106
34 H -0.60830 0.73214 5.05415  0.103

=====

ΔE to the lowest compared entry with this formula, charge and spin (kJ/mol)
68.8 66.7 0.0 56.2